# 1
The following is a quantum chemistry calculation of an isolated molecule of C17H13BrN4O2 at a distorted geometry, from the Open Molecules 2025 dataset.

Geometry as XYZ:
```
37
C17H13BrN4O2 ωB97M-V with the def2-TZVPD basis set
Br -4.50890 -2.66836 4.80950
N -1.76294 -1.64359 0.23415
N 2.09379 1.38152 -3.25358
N 0.62381 0.39350 -1.67859
O 1.62784 -0.05494 -4.95592
O -0.39429 0.42684 4.33951
C -0.77752 -0.76851 -0.03056
C 2.34881 0.97991 -4.47060
C 1.11305 0.48714 -2.90381
C -0.29128 -0.55554 -1.42053
C -0.70761 -1.41923 -2.46390
C -2.99682 -2.22745 2.34581
C -0.11708 -1.34658 -3.72181
C -2.16876 -1.06207 4.33903
C -3.09124 -1.93666 3.71974
C -1.98795 -1.56892 1.60044
C 0.81036 -0.35770 -3.92610
C -1.15362 -0.39062 3.60717
C -1.12038 -0.65289 2.19465
N -0.37183 -0.10028 1.14777
C 3.49896 1.52997 -5.27981
C 0.56715 1.25792 3.72712
C 0.58836 1.02018 1.22522
C 0.20856 1.91655 2.39587
H -1.43349 -2.17287 -2.31349
H -3.72060 -2.87397 1.83505
H -0.33660 -2.02282 -4.56828
H -2.29151 -0.82012 5.43230
H 3.18402 2.42324 -5.83328
H 3.90346 0.86649 -6.01258
H 4.27919 1.79835 -4.54317
H 0.74009 2.07094 4.46518
H 1.50328 0.71512 3.68284
H 0.50252 1.62695 0.30880
H 1.59805 0.64355 1.29257
H -0.80449 2.29408 2.39255
H 0.84558 2.81087 2.28071
```

Relative energy (zero: lowest compared OMol25 entry of this formula, charge and spin) (eV): 0.000
Gap between HOMO and LUMO (eV): 7.95
Total charge: 0
SMILES string: Cc1nc2nc(-c3nc4cc(Br)cc5c4n3CCCO5)ccc2o1


# 2
The following is a quantum chemistry calculation of a cluster of 13 separate species, C61H141N8O19 in total at a distorted geometry, from the Open Molecules 2025 dataset.

Geometry as XYZ:
```
229
C61H141N8O19 ωB97M-V with the def2-TZVPD basis set
C 8.76011 -2.70674 6.79200
C 7.84848 -1.66222 6.11633
C 6.66753 -2.27434 5.34118
N 5.64938 -1.19104 4.91154
C 5.08789 -0.47829 6.18874
C 3.71023 0.28395 5.97866
C 2.66839 -0.65940 5.35458
C 3.24894 -1.15358 4.01773
C 4.54862 -1.91777 4.11808
C 6.20591 -0.11375 3.97282
H 9.45889 -2.19574 7.45568
H 9.42709 -3.18731 6.07544
H 8.23908 -3.44136 7.40547
H 8.55204 -1.11570 5.48760
H 7.49622 -1.02993 6.92985
H 6.10976 -2.86665 6.06336
H 6.96406 -2.74738 4.40820
H 4.80994 -1.32000 6.82189
H 5.77543 0.27456 6.55919
H 3.33770 0.54644 6.96863
H 4.01540 1.16384 5.41303
H 2.42681 -1.49451 6.00965
H 1.83931 0.00263 5.10748
H 2.53867 -1.90050 3.65604
H 3.36543 -0.34175 3.29824
H 4.32832 -2.77697 4.75331
H 5.09973 -2.14276 3.20857
H 5.44049 0.17228 3.25622
H 7.02050 -0.51310 3.37067
H 6.49145 0.65825 4.67965
C -3.86123 -3.14611 -8.90782
C -2.77300 -2.11627 -8.73151
C -1.70378 -2.51042 -7.66003
N -0.64080 -1.42610 -7.51611
C -1.09281 -0.07772 -6.94044
C -1.45538 -0.21254 -5.40690
C -0.45879 -0.98505 -4.59671
C 0.02239 -2.30073 -5.24043
C 0.50218 -1.98985 -6.61738
C 0.08081 -1.20820 -8.87025
H -4.41943 -2.78160 -9.77201
H -4.59456 -3.37198 -8.13597
H -3.38747 -4.09402 -9.17094
H -3.22960 -1.16408 -8.45808
H -2.19294 -2.02341 -9.64800
H -1.18101 -3.44577 -7.85117
H -2.10678 -2.52810 -6.64666
H -2.00450 0.24615 -7.43583
H -0.29573 0.65471 -7.04758
H -2.44862 -0.65451 -5.30919
H -1.47611 0.75577 -4.90409
H -0.74806 -1.22564 -3.57131
H 0.47260 -0.43207 -4.42644
H -0.70027 -3.09705 -5.06238
H 0.72574 -2.49757 -4.42865
H 0.95798 -2.82873 -7.14615
H 1.34761 -1.30141 -6.55762
H 0.91167 -0.51961 -8.71840
H -0.57460 -0.54825 -9.43631
H 0.32773 -2.22705 -9.14572
C 2.88685 5.80506 -0.03236
C 2.80391 5.10399 -1.39782
C 3.67868 3.90392 -1.46498
N 4.05519 3.31569 -2.84791
C 4.95335 2.05921 -2.73314
C 4.28367 0.91337 -2.03710
C 2.96333 0.49807 -2.68457
C 2.11242 1.76319 -2.75267
C 2.74173 2.93607 -3.53068
C 4.78050 4.34056 -3.68638
H 2.56433 5.06982 0.70774
H 2.20652 6.64901 0.05510
H 3.90715 6.09639 0.21512
H 3.07920 5.88843 -2.10859
H 1.75436 4.83493 -1.53985
H 3.26503 3.11850 -0.83106
H 4.61127 4.08056 -0.92060
H 5.90124 2.33753 -2.27684
H 5.12256 1.73594 -3.76174
H 4.13291 1.04922 -0.96500
H 5.03253 0.12198 -2.13297
H 2.47281 -0.27751 -2.09428
H 2.94927 0.02859 -3.67240
H 1.73607 2.09146 -1.78406
H 1.21690 1.56468 -3.35111
H 2.14581 3.82047 -3.73867
H 3.10327 2.53082 -4.48025
H 4.99137 3.91568 -4.66505
H 5.66320 4.62513 -3.11858
H 4.13145 5.20220 -3.82654
C -5.19140 5.83726 -3.86404
C -4.30553 4.65529 -3.48558
C -5.09926 3.31288 -3.45216
N -4.37424 2.27251 -2.56619
C -4.96169 0.86728 -2.87440
C -6.13126 0.52006 -1.97038
C -5.93854 0.78347 -0.48088
C -5.49634 2.20375 -0.21067
C -4.27289 2.58929 -1.05114
C -2.90969 2.20412 -2.95691
H -5.56865 5.65893 -4.87137
H -4.66518 6.78989 -3.91676
H -5.95956 5.98394 -3.10288
H -3.79364 4.87916 -2.55105
H -3.62458 4.55480 -4.33307
H -5.23260 2.92863 -4.45844
H -6.02235 3.64524 -2.97708
H -5.22184 0.87932 -3.93146
H -4.09558 0.21176 -2.79140
H -6.99363 1.10167 -2.30926
H -6.42839 -0.52002 -2.10213
H -6.91991 0.63794 -0.02761
H -5.26032 0.03667 -0.06332
H -6.38737 2.80816 -0.40902
H -5.33874 2.39751 0.85170
H -4.07464 3.65927 -0.97396
H -3.35086 2.13292 -0.69021
H -2.39196 3.07880 -2.57335
H -2.94765 2.20203 -4.04578
H -2.44625 1.30366 -2.55868
C -5.62423 -4.91232 6.42625
N -5.57160 -4.07308 5.18038
C -5.72055 -4.96182 3.93235
C -6.85303 -3.23238 5.31981
C -4.32735 -3.19136 5.11462
C -4.34023 -2.28424 3.84187
O -5.37221 -1.31091 3.87367
H -4.61095 -5.29757 6.56386
H -6.14227 -5.82355 6.13497
H -5.97040 -4.39679 7.31456
H -4.74194 -5.42462 3.82430
H -5.99883 -4.29436 3.12326
H -6.50956 -5.68139 4.13138
H -7.13224 -2.95023 4.30834
H -6.57957 -2.37708 5.92757
H -7.62344 -3.88688 5.71799
H -3.42891 -3.79221 5.23087
H -4.43967 -2.40489 5.86226
H -4.27078 -2.99954 3.02097
H -3.41881 -1.70254 3.80866
H -4.92814 -0.49366 4.10493
C 5.60245 -4.86743 0.61840
N 4.50822 -4.85040 -0.39914
C 4.68031 -3.66108 -1.37966
C 4.69737 -6.05959 -1.31278
C 3.10482 -4.78399 0.17743
C 2.86277 -3.65449 1.18845
O 3.26410 -4.10245 2.46539
H 5.55189 -4.00974 1.28461
H 6.57779 -4.99657 0.15463
H 5.44228 -5.72628 1.27088
H 5.76586 -3.63448 -1.45032
H 4.24237 -2.75901 -0.95793
H 4.18681 -3.88063 -2.32252
H 5.48463 -5.77756 -2.00757
H 3.85846 -6.31465 -1.95964
H 4.86443 -6.90377 -0.64757
H 2.90563 -5.76422 0.60712
H 2.48999 -4.63599 -0.71213
H 1.85457 -3.28255 1.37812
H 3.43311 -2.73665 1.01899
H 2.50558 -4.54544 2.85967
C -2.03108 3.82700 3.36141
N -2.08986 5.31679 3.44096
C -2.82687 5.75375 4.68949
C -0.61711 5.73973 3.70871
C -2.58511 6.01381 2.19817
C -3.96531 5.56442 1.78264
O -4.50705 6.45599 0.79360
H -1.36428 3.59089 2.52800
H -3.01213 3.39976 3.15834
H -1.55597 3.37004 4.22721
H -3.88284 5.49718 4.61515
H -2.77482 6.83209 4.82159
H -2.37655 5.20305 5.51041
H -0.34681 5.46783 4.72335
H -0.59454 6.80364 3.48178
H -0.00670 5.23914 2.95443
H -1.92681 5.88623 1.34029
H -2.61922 7.03354 2.58477
H -4.68850 5.24187 2.53235
H -3.75775 4.68258 1.16258
H -5.40068 6.14311 0.62177
C -0.59276 0.85283 1.99104
N -0.13817 -0.32854 1.16718
C 0.47678 0.10781 -0.10216
C 0.93202 -0.99765 2.03745
C -1.14840 -1.41822 0.96466
C -2.54185 -1.02361 0.44939
O -2.53541 -0.75143 -0.95019
H -1.37402 1.38006 1.44593
H 0.27566 1.49419 2.13834
H -0.97966 0.51386 2.95199
H 1.07299 0.98726 0.13761
H -0.16292 0.45531 -0.91170
H 1.00265 -0.77469 -0.46856
H 1.72265 -0.28770 2.28478
H 1.26906 -1.84897 1.44813
H 0.44254 -1.21537 2.98603
H -1.18162 -1.93899 1.91785
H -0.62886 -2.13262 0.32278
H -2.93569 -0.17565 1.01778
H -3.29936 -1.79242 0.61751
H -2.52606 -1.61251 -1.41064
O -2.78742 -3.77989 -4.53297
C -2.81809 -4.10834 -3.18353
O -2.88163 -3.17540 -2.33637
O -2.91175 -5.30210 -2.88250
H -3.00035 -4.66952 -4.85897
O -1.20477 5.07960 -0.16052
C -0.46388 3.98135 0.14834
O 0.23369 3.92452 1.18480
O -0.48188 3.03063 -0.68560
H -1.61737 4.61144 -0.91417
O 2.43739 2.16533 1.47594
C 3.20475 2.37676 2.59956
O 4.05680 1.50997 2.89214
O 3.09190 3.44626 3.24920
H 1.84427 2.89988 1.24596
O 0.43279 -3.54076 5.35782
C -0.13714 -3.70514 4.14292
O 0.34072 -4.48421 3.28124
O -1.16444 -3.04850 3.89120
H 1.22592 -4.09074 5.36457
O -0.39856 -2.41065 -1.81200
C 0.96289 -2.43589 -1.95782
O 1.44418 -3.06122 -2.91647
O 1.70375 -1.96322 -1.03909
H -0.58740 -2.92028 -2.61824
```

Gap between HOMO and LUMO (eV): 6.94
Total charge: +3